Here is a 3-piece molecular cluster, C14H22BrF6O4 overall from the OMol25 dataset. Energies are from ωB97M-V/def2-TZVPD.

Last column: natural (NBO) charge in e.
Atoms and positions in Å:
1 C 2.066 2.218 -0.856  -0.62
2 C 2.276 0.751 -0.445  -0.40
3 C 1.355 -0.250 -1.141  -0.38
4 C -0.052 -0.366 -0.554  -0.39
5 C -0.857 0.923 -0.400  -0.47
6 C -2.271 0.566 0.046  -0.62
7 Br -3.137 2.356 0.466  -0.29
8 H 1.548 2.257 -1.815  0.20
9 H 1.458 2.746 -0.140  0.23
10 H 3.017 2.739 -0.964  0.19
11 H 2.140 0.651 0.635  0.19
12 H 3.313 0.481 -0.658  0.18
13 H 1.305 -0.012 -2.206  0.18
14 H 1.819 -1.239 -1.063  0.19
15 H 0.030 -0.831 0.434  0.17
16 H -0.647 -1.041 -1.174  0.20
17 H -0.882 1.457 -1.354  0.17
18 H -0.330 1.570 0.316  0.16
19 H -2.163 0.170 1.065  0.11
20 C -1.411 2.880 4.339  -0.64
21 C -1.150 4.304 3.907  -0.08
22 O 0.272 4.607 3.925  -0.49
23 C 0.941 4.173 2.869  0.69
24 O 0.507 3.604 1.918  -0.52
25 C 2.444 4.519 3.002  0.90
26 F 2.897 4.257 4.232  -0.32
27 F 2.641 5.825 2.764  -0.32
28 F 3.161 3.814 2.133  -0.30
29 H -0.981 2.696 5.326  0.20
30 H -2.484 2.705 4.382  0.23
31 H -0.991 2.173 3.626  0.24
32 H -1.584 5.022 4.600  0.18
33 H -1.540 4.488 2.907  0.22
34 C -1.768 -6.786 -2.122  -0.64
35 C -2.109 -5.315 -2.206  -0.08
36 O -0.925 -4.514 -2.394  -0.47
37 C -0.467 -4.412 -3.627  0.70
38 O -0.890 -4.939 -4.616  -0.56
39 C 0.708 -3.406 -3.641  0.90
40 F 1.576 -3.668 -2.661  -0.31
41 F 0.213 -2.186 -3.472  -0.29
42 F 1.355 -3.463 -4.802  -0.31
43 H -1.042 -6.963 -1.328  0.21
44 H -2.669 -7.359 -1.902  0.22
45 H -1.352 -7.146 -3.062  0.22
46 H -2.533 -4.947 -1.275  0.21
47 H -2.806 -5.106 -3.015  0.20

Values from the calculation:
LUMO = 2.603 eV
HOMO = -2.04 eV
Total charge = -1